No. 1
{"formula": "C2H10ClN4", "method": "ωB97M-V with the def2-TZVPD basis set", "lumo_ev": -3.18, "total_charge": 1, "elements": ["C", "C", "N", "N", "N", "N", "Cl", "H", "H", "H", "H", "H", "H", "H", "H", "H", "H"], "coordinates": [[2.237, 1.377, 0.238], [0.595, -1.922, -0.175], [1.098, 0.859, 0.117], [0.392, -2.124, -1.511], [-0.110, -2.602, 0.675], [-1.811, 2.094, -0.620], [3.521, 0.277, 0.630], [1.112, -1.009, 0.142], [0.382, 1.564, -0.059], [0.104, -2.476, 1.601], [0.947, -1.537, -2.167], [-0.297, -2.856, -1.790], [-0.784, -3.287, 0.413], [2.323, 2.399, -0.055], [-2.596, 1.989, -1.208], [-2.331, 1.987, 0.302], [-1.742, 3.074, -0.677]], "nbo_charge": [0.109, 0.372, -0.676, -0.744, -0.690, -1.072, 0.014, 0.284, 0.403, 0.422, 0.448, 0.423, 0.415, 0.211, 0.363, 0.359, 0.359]}


No. 2
{"formula": "C5H12O", "method": "ωB97M-V with the def2-TZVPD basis set", "lumo_ev": 1.14, "smiles": "CCCCOC", "elements": ["C", "C", "C", "C", "O", "C", "H", "H", "H", "H", "H", "H", "H", "H", "H", "H", "H", "H"], "coordinates": [[0.612, 2.318, 0.807], [0.435, 1.096, -0.091], [-0.815, 0.273, 0.235], [-1.133, -0.846, -0.774], [-0.830, -2.148, -0.318], [0.547, -2.392, -0.181], [-0.276, 2.959, 0.781], [1.461, 2.932, 0.488], [0.780, 2.045, 1.855], [1.341, 0.477, -0.038], [0.365, 1.439, -1.132], [-0.741, -0.172, 1.239], [-1.671, 0.960, 0.274], [-2.209, -0.867, -0.985], [-0.613, -0.655, -1.733], [0.656, -3.430, 0.148], [1.011, -1.729, 0.561], [1.082, -2.261, -1.136]], "nbo_charge": [-0.604, -0.394, -0.441, -0.060, -0.533, -0.252, 0.201, 0.210, 0.202, 0.195, 0.194, 0.212, 0.205, 0.191, 0.156, 0.194, 0.161, 0.162]}


No. 3
{"formula": "C3H10N2O2", "method": "ωB97M-V with the def2-TZVPD basis set", "lumo_ev": [0.86, -2.80], "multiplicity": 3, "s_squared": 2.006, "elements": ["C", "C", "C", "N", "N", "O", "O", "H", "H", "H", "H", "H", "H", "H", "H", "H", "H"], "coordinates": [[2.153, 1.167, 0.757], [1.753, 0.493, -0.467], [0.664, -0.460, -0.341], [-2.679, 0.087, 0.225], [-2.224, -1.174, -0.426], [0.229, -0.793, 0.777], [0.002, -0.677, -1.449], [2.863, 0.546, 1.442], [1.305, 1.255, 1.359], [2.623, 2.149, 0.629], [1.417, 1.246, -1.291], [2.701, 0.060, -0.781], [-3.307, -0.182, 0.962], [-1.802, 0.436, 0.613], [-3.054, -1.437, -0.859], [-1.742, -1.648, 0.243], [-0.901, -1.068, -1.393]], "lowdin_spin": [0.011, 0.156, 0.558, 0.002, 0.014, 0.951, 0.224, 0.000, 0.002, 0.001, 0.034, 0.036, 0.000, 0.000, 0.001, 0.004, 0.005]}


Listing ΔE to the lowest compared entry with this formula, charge and spin for the structures above in their given order: 7.3; 18.4; 24.6 kcal/mol.